(1)
Formula: C53H144CdF6N2O26S2
Source: the OMol25 dataset
Level of theory: ωB97M-V/def2-TZVPD

```
234
Properties=species:S:1:pos:R:3:forces:R:3:lowdin_charge:R:1
Cd -1.834 1.635 0.897 -2.99 0.47 3.55 1.42
C -3.671 4.226 2.411 0.30 -1.74 0.62 -0.04
C -4.661 3.129 2.909 -0.98 -0.96 0.17 -0.43
C -6.007 3.416 2.122 -0.44 0.16 0.89 -0.14
C -6.922 2.270 1.678 1.22 -0.95 0.86 -0.15
C -6.662 1.009 2.565 0.13 0.45 -0.09 -0.13
C -5.169 0.593 2.705 0.14 -1.17 -0.76 -0.47
N -4.210 1.714 2.542 0.21 1.85 -1.33 -0.14
O -2.762 1.456 2.799 -2.17 0.09 0.30 -0.37
C -4.972 -0.437 1.498 0.84 1.02 1.06 -0.02
C -4.951 -0.191 4.009 0.58 0.00 0.35 -0.04
C -4.959 3.209 4.452 0.59 -0.30 -0.87 -0.02
H -3.427 3.955 1.383 -0.23 0.45 -0.23 0.04
H -2.723 4.134 2.941 0.00 0.16 0.25 0.06
H -4.058 5.239 2.518 -0.17 -0.17 -0.11 0.09
H -5.832 4.082 1.277 0.18 0.00 -0.06 0.10
H -6.686 3.941 2.793 0.50 0.67 0.31 0.10
H -6.698 2.097 0.625 -0.32 -0.58 0.03 0.08
H -7.958 2.585 1.799 -0.01 -0.10 -0.29 0.11
H -7.197 0.150 2.161 0.10 -0.10 -0.31 0.10
H -7.085 1.040 3.569 -0.13 0.89 0.13 0.11
H -3.889 -0.516 1.400 0.05 -0.28 -0.41 0.05
H -5.431 -0.070 0.580 0.15 0.17 -0.04 0.07
H -5.376 -1.427 1.710 -0.06 0.04 0.22 0.06
H -5.696 -0.962 4.206 -0.14 -0.06 -0.31 0.07
H -4.884 0.402 4.922 -0.37 0.45 -0.14 0.07
H -3.967 -0.661 4.002 0.04 -0.27 -0.30 0.07
H -5.759 2.510 4.693 -0.19 0.23 -0.04 0.07
H -5.218 4.213 4.788 -0.05 0.04 -0.05 0.08
H -4.097 2.846 5.012 0.16 0.24 0.03 0.06
C -1.220 -2.402 0.936 0.50 1.05 -1.67 -0.55
F -2.007 -2.448 2.000 0.31 -0.60 -0.96 0.14
F -0.600 -3.579 0.647 -1.15 1.61 0.81 0.13
F -1.914 -1.973 -0.167 0.55 -1.04 1.56 0.09
S 0.096 -1.014 1.298 0.65 -0.36 3.91 0.75
O -0.068 -0.668 2.743 -0.23 -0.36 -3.53 -0.33
O 1.405 -1.567 0.931 -2.33 1.16 0.56 -0.30
N -0.488 0.371 0.325 4.55 -6.03 1.09 -0.44
S 0.444 0.200 -0.928 2.17 0.36 -5.72 0.55
O 0.646 -1.126 -1.501 -0.22 0.88 1.72 -0.29
O 0.013 1.094 -1.974 -0.36 1.33 0.73 -0.32
C 2.265 0.927 -0.428 -2.64 -2.91 0.47 -0.70
F 3.063 -0.115 -0.375 0.95 -0.12 -0.41 0.14
F 2.708 1.821 -1.226 0.54 1.29 -1.82 0.19
F 2.176 1.449 0.763 -0.13 0.80 1.71 0.15
C 1.172 0.655 -6.485 0.41 0.21 -0.66 -0.07
C 0.808 1.555 -7.659 0.33 0.22 -0.49 -0.31
O 1.880 1.995 -8.485 -0.09 -0.41 -0.28 -0.09
H 0.252 0.363 -5.977 0.22 0.08 0.35 0.07
H 1.886 1.177 -5.849 -0.35 0.11 0.46 0.06
H 1.711 -0.244 -6.785 -0.22 -0.09 -0.32 0.07
H 0.324 2.462 -7.298 -0.41 -0.01 0.31 0.09
H 0.136 1.063 -8.362 -0.25 -0.13 0.23 0.11
H 2.697 2.084 -7.989 0.22 0.09 0.36 0.02
C 0.268 3.100 2.736 -0.40 -0.26 -0.28 -0.08
C 0.033 3.917 1.486 0.87 0.96 0.16 -0.27
O -0.964 3.467 0.559 0.79 1.22 1.00 -0.22
H -0.613 3.171 3.373 -0.06 -0.27 0.03 0.06
H 1.098 3.532 3.295 0.08 0.05 -0.14 0.10
H 0.504 2.053 2.545 -0.03 -0.04 0.03 0.05
H 0.913 4.053 0.857 0.48 -0.15 0.36 0.11
H -0.252 4.909 1.837 -0.15 0.22 -0.12 0.12
H -0.998 4.198 -0.061 -0.34 0.09 -1.14 0.04
C -2.349 -6.390 -0.891 0.32 0.42 -0.64 -0.06
C -1.609 -5.584 -1.955 1.13 -0.05 0.22 -0.32
O -2.391 -4.618 -2.595 -1.84 0.43 0.09 -0.09
H -3.190 -6.905 -1.355 -0.15 -0.05 0.28 0.08
H -2.657 -5.742 -0.071 -0.33 0.09 -0.09 0.07
H -1.660 -7.111 -0.451 0.00 -0.16 -0.17 0.06
H -1.203 -6.197 -2.760 0.20 -0.63 0.26 0.11
H -0.773 -5.052 -1.501 0.19 -0.26 0.17 0.08
H -1.808 -4.022 -3.071 0.51 0.23 -0.02 0.05
C -6.912 -2.825 -1.124 -0.63 -1.09 0.79 -0.08
C -5.946 -3.987 -0.991 0.92 1.53 -1.35 -0.28
O -4.653 -3.397 -1.244 -0.13 -0.36 0.74 -0.11
H -6.783 -2.053 -0.365 0.36 -0.01 -0.04 0.06
H -7.859 -3.308 -0.883 -0.63 0.48 -0.44 0.07
H -6.875 -2.391 -2.123 -0.15 -0.11 0.12 0.08
H -6.087 -4.675 -1.824 -0.49 -0.32 0.18 0.12
H -6.022 -4.524 -0.046 0.18 0.13 0.15 0.10
H -4.104 -4.091 -1.617 0.81 0.05 -0.23 0.04
C 0.462 -3.001 -6.091 -1.07 -0.41 -0.02 -0.07
C 0.268 -4.028 -4.981 1.49 -0.23 0.19 -0.32
O 0.141 -3.499 -3.690 -1.60 0.39 0.13 -0.10
H 0.633 -3.573 -7.002 0.17 0.17 -0.21 0.07
H 1.272 -2.290 -5.925 0.02 -0.28 0.22 0.06
H -0.468 -2.451 -6.234 0.01 0.27 -0.06 0.07
H 1.177 -4.628 -4.981 0.13 -0.38 -0.09 0.10
H -0.552 -4.731 -5.128 -0.28 0.26 -0.40 0.11
H 1.012 -3.396 -3.299 0.63 0.21 0.15 0.03
C -3.087 0.229 -4.202 -1.10 0.21 -1.55 -0.09
C -2.958 -0.858 -3.194 1.11 -0.40 -0.46 -0.30
O -3.785 -0.647 -2.081 -0.17 0.78 0.47 -0.08
H -2.629 1.195 -3.992 0.32 -0.25 0.33 0.07
H -4.115 0.446 -4.495 -0.40 -0.03 0.37 0.07
H -2.708 -0.169 -5.143 0.59 0.21 -0.05 0.08
H -1.884 -0.878 -3.011 0.20 -0.07 1.04 0.10
H -3.124 -1.852 -3.608 -0.55 0.04 -0.26 0.12
H -4.032 -1.483 -1.679 -0.12 -0.59 0.24 0.05
C 6.321 1.198 6.953 0.06 0.72 -0.28 -0.08
C 5.040 1.932 6.517 -0.09 -2.08 0.24 -0.26
O 4.698 1.421 5.185 0.71 2.16 0.38 -0.12
H 6.230 0.123 6.801 0.04 0.12 0.02 0.07
H 6.679 1.420 7.958 -0.45 -0.03 0.27 0.07
H 7.107 1.618 6.325 0.22 -0.45 -0.26 0.06
H 5.218 3.003 6.616 -0.24 0.11 -0.96 0.11
H 4.203 1.705 7.177 -0.05 -0.02 0.13 0.10
H 4.131 0.650 5.255 0.00 -0.35 0.56 0.04
C 8.129 3.412 2.052 -0.75 -0.06 -0.60 -0.08
C 6.891 2.998 2.859 1.35 1.21 0.84 -0.33
O 7.140 1.822 3.573 0.13 -0.51 -0.32 -0.08
H 7.936 3.053 1.041 0.72 -0.06 -0.17 0.03
H 9.084 3.071 2.452 -0.28 -0.39 0.05 0.08
H 8.210 4.498 2.013 -0.18 0.11 -0.09 0.07
H 5.999 2.963 2.233 -0.10 -0.15 -0.11 0.11
H 6.784 3.788 3.603 -0.60 0.32 0.06 0.10
H 6.424 1.763 4.209 -0.45 -0.60 0.21 0.03
C 6.497 -1.895 -3.274 0.76 -0.63 -0.10 -0.08
C 5.339 -0.910 -3.257 -0.11 -0.52 -0.01 -0.28
O 4.253 -1.420 -4.042 -0.19 0.23 0.21 -0.10
H 6.501 -2.597 -4.108 -0.25 0.59 -0.83 0.07
H 6.486 -2.670 -2.508 -0.18 0.50 0.78 0.07
H 7.468 -1.400 -3.269 -0.06 0.01 0.18 0.07
H 5.611 0.082 -3.617 0.22 -0.09 0.03 0.10
H 4.960 -0.802 -2.241 -0.08 0.12 -0.13 0.09
H 4.574 -1.476 -4.945 -0.11 -0.13 -0.15 0.09
C 3.482 4.454 -5.772 0.98 -0.80 0.04 -0.05
C 4.264 3.121 -5.836 -0.58 0.10 0.94 -0.32
O 4.276 2.564 -7.106 -0.09 -0.41 -1.47 -0.08
H 4.035 5.091 -6.463 -0.28 0.61 0.22 0.08
H 3.517 4.812 -4.743 0.11 0.33 -0.13 0.04
H 2.438 4.402 -6.080 0.11 -0.37 -0.12 0.08
H 3.837 2.357 -5.187 -0.03 0.11 0.22 0.11
H 5.324 3.218 -5.600 -0.06 0.53 0.84 0.11
H 4.898 3.092 -7.611 -0.07 -0.15 -0.46 0.10
C -0.563 0.666 7.032 0.56 1.04 0.33 -0.08
C -1.178 1.320 5.807 1.49 -1.93 -0.94 -0.36
O -2.495 0.964 5.649 -1.71 0.21 1.24 -0.08
H -0.829 -0.372 7.233 -0.41 0.17 -0.24 0.07
H -0.702 1.293 7.912 -0.21 -0.29 0.29 0.07
H 0.508 0.677 6.828 0.24 -0.07 0.20 0.06
H -0.648 0.818 4.998 0.36 0.28 -0.58 0.09
H -0.907 2.373 5.726 -0.42 0.39 0.32 0.11
H -2.821 1.177 4.771 0.38 0.11 -0.83 0.01
C 5.421 5.058 -2.486 -1.20 0.71 -0.22 -0.06
C 5.448 4.177 -1.261 -1.90 0.35 -0.29 -0.33
O 6.617 3.486 -1.308 2.44 -0.81 0.85 -0.08
H 6.177 5.840 -2.419 0.42 -0.26 -0.06 0.08
H 4.506 5.642 -2.589 -0.34 -0.11 0.15 0.06
H 5.516 4.483 -3.407 0.30 -0.03 0.14 0.07
H 4.709 3.378 -1.192 -0.56 0.33 -0.57 0.11
H 5.293 4.745 -0.344 0.30 0.27 0.20 0.12
H 7.324 4.114 -1.143 0.46 -0.20 -0.07 0.11
C 1.291 5.228 -2.326 -0.08 -0.81 0.32 -0.07
C -0.055 5.880 -2.263 0.96 1.57 -0.54 -0.31
O -0.959 5.084 -1.547 -0.76 -0.35 -0.02 -0.08
H 1.767 5.309 -1.349 0.24 -0.20 -0.05 0.08
H 1.966 5.596 -3.100 -0.24 0.30 0.08 0.06
H 1.073 4.184 -2.549 0.40 -0.26 0.06 0.09
H -0.402 6.083 -3.277 -0.31 -0.17 -0.06 0.12
H 0.019 6.839 -1.751 0.04 0.30 -0.08 0.12
H -1.821 5.395 -1.834 -0.35 -0.21 0.20 0.10
C -5.751 -4.077 3.259 0.26 1.34 0.62 -0.07
C -7.052 -3.777 4.055 -0.47 -2.58 -1.58 -0.30
O -7.044 -4.258 5.392 1.09 0.78 0.48 -0.08
H -5.853 -3.835 2.201 -0.55 0.07 -0.07 0.04
H -5.307 -5.073 3.274 -0.44 -0.09 0.57 0.08
H -5.012 -3.346 3.587 0.45 -0.21 0.17 0.05
H -7.790 -4.421 3.575 -0.45 0.29 -0.47 0.10
H -7.372 -2.751 3.871 0.21 0.25 0.63 0.10
H -7.900 -4.591 5.670 -0.05 0.20 -0.37 0.08
C -4.761 2.633 -1.816 -2.88 0.79 1.19 -0.08
C -3.377 2.863 -1.377 -0.04 -1.94 -1.17 -0.24
O -3.066 1.564 -0.730 0.24 2.84 -1.15 -0.21
H -5.306 3.572 -1.903 0.05 0.09 -1.28 0.09
H -5.385 2.230 -1.019 0.41 -0.17 0.81 0.06
H -4.947 1.839 -2.540 0.54 0.67 -0.78 0.08
H -3.172 3.764 -0.798 -0.37 -0.62 0.85 0.09
H -2.822 3.036 -2.299 0.81 -0.51 0.10 0.11
H -3.527 0.867 -1.202 -0.21 -1.15 -0.49 0.03
C -1.784 -3.349 4.831 -0.51 0.80 -0.04 -0.09
C -0.363 -3.456 5.347 -1.56 0.73 -0.23 -0.32
O -0.087 -4.810 5.547 0.87 -0.70 0.13 -0.07
H -2.497 -3.702 5.577 0.04 -0.64 0.08 0.08
H -1.919 -3.858 3.876 -0.05 -0.10 0.18 0.07
H -2.127 -2.319 4.739 0.35 0.27 -0.38 0.07
H -0.362 -2.892 6.280 0.53 0.10 0.24 0.10
H 0.318 -2.995 4.632 0.22 -0.33 0.12 0.09
H -0.922 -5.217 5.792 0.03 -0.16 0.09 0.08
C -3.069 3.550 -6.386 -0.89 -1.85 -0.27 -0.07
C -4.234 4.569 -6.234 2.74 0.72 -2.82 -0.33
O -4.083 5.375 -5.152 -0.28 0.95 3.98 -0.08
H -2.258 3.457 -5.664 -0.34 0.76 0.45 0.07
H -2.575 3.506 -7.357 -0.13 0.75 -0.20 0.06
H -3.538 2.566 -6.377 0.05 -0.36 0.25 0.05
H -5.214 4.116 -6.382 0.01 0.09 0.32 0.11
H -3.987 5.324 -6.979 -0.92 -0.74 -1.50 0.10
H -3.972 6.301 -5.381 -0.17 -0.33 -0.14 0.09
C 2.797 -1.707 3.860 0.35 -0.30 1.01 -0.07
C 3.634 -2.147 5.071 -0.29 -0.40 -1.00 -0.30
O 3.821 -1.120 5.994 -0.32 1.53 1.21 -0.09
H 1.765 -1.597 4.193 0.05 0.25 -0.22 0.04
H 2.831 -2.504 3.117 0.01 0.21 -0.19 0.08
H 3.158 -0.759 3.459 -0.01 -0.10 -0.21 0.08
H 4.656 -2.403 4.795 -0.20 -0.80 -0.37 0.12
H 3.071 -2.937 5.569 0.44 -0.53 -0.18 0.11
H 3.552 -1.411 6.868 -0.01 0.13 -0.05 0.10
C 6.807 -0.321 0.001 0.76 -1.09 0.61 -0.07
C 7.932 0.345 -0.737 -0.78 0.30 -0.78 -0.30
O 7.335 0.924 -1.887 0.52 0.41 -0.68 -0.11
H 6.440 -1.139 -0.619 -0.17 -0.02 0.19 0.05
H 5.975 0.338 0.253 0.20 0.21 -0.07 0.08
H 7.229 -0.731 0.919 -0.35 -0.21 0.28 0.08
H 8.673 -0.319 -1.183 0.01 -0.44 0.58 0.11
H 8.457 1.050 -0.093 0.05 0.32 -0.11 0.10
H 6.953 1.772 -1.649 -0.07 0.31 0.05 0.03
C -0.014 -6.549 2.489 0.37 -0.90 0.64 -0.07
C 0.501 -8.010 2.262 -0.73 1.23 0.21 -0.29
O 0.766 -8.155 0.857 0.11 -0.23 0.74 -0.09
H -0.536 -6.457 3.442 -0.08 -0.26 0.08 0.05
H -0.722 -6.243 1.719 0.24 -0.12 -0.18 0.05
H 0.803 -5.835 2.595 0.08 -0.02 -0.48 0.07
H -0.227 -8.724 2.648 -0.62 -0.11 -0.61 0.10
H 1.340 -8.273 2.906 0.62 0.53 -0.30 0.10
H 1.522 -8.739 0.769 -0.01 -0.07 -0.17 0.07
C 2.013 -5.387 -1.742 0.61 -0.64 0.19 -0.06
C 3.229 -4.492 -2.148 -1.84 0.00 1.34 -0.25
O 2.760 -3.567 -3.119 0.15 -0.78 -0.13 -0.10
H 1.429 -5.003 -0.906 -0.08 0.73 -0.35 0.06
H 2.282 -6.352 -1.313 0.65 -0.16 -0.20 0.06
H 1.346 -5.646 -2.565 0.10 0.36 -0.15 0.06
H 4.125 -5.048 -2.422 -0.12 -0.08 -0.44 0.11
H 3.441 -3.914 -1.248 0.48 -0.04 0.17 0.11
H 3.371 -2.829 -3.183 0.19 0.48 -0.37 0.05
```
Positions in Å, forces in eV/Å.

LUMO level (eV): -0.0101
E (eV): -156038.8133
Net charge: 0
Multiplicity: 1



(2)
Formula: C17H23NO2
Source: the OMol25 dataset
Level of theory: ωB97M-V/def2-TZVPD

```
43
Properties=species:S:1:pos:R:3:forces:R:3:nbo_charge:R:1
C 7.114 -0.038 -0.868 0.22 0.10 0.02 -0.25
H 7.143 0.966 -1.304 -0.01 -0.04 0.03 0.18
O 5.825 -0.596 -0.937 -0.37 -0.09 0.03 -0.51
C 4.807 0.033 -0.288 -0.04 0.10 0.07 0.39
C 4.934 1.205 0.450 0.30 -0.17 -0.18 -0.33
C 3.816 1.748 1.065 -0.17 -0.01 0.05 -0.18
C 2.581 1.146 0.963 -0.01 0.00 0.00 -0.21
C 2.435 -0.034 0.226 0.64 0.30 0.04 -0.08
C 3.557 -0.573 -0.395 -0.06 0.06 0.06 -0.24
H 3.480 -1.481 -0.972 -0.03 -0.12 -0.08 0.22
C 1.166 -0.723 0.081 -0.74 -0.17 0.11 -0.10
C 0.005 -0.429 0.676 0.55 -0.02 -0.21 -0.30
C -1.194 -1.254 0.414 -0.05 -0.06 0.06 0.64
O -1.202 -2.208 -0.342 0.03 -0.13 -0.17 -0.64
N -2.294 -0.858 1.105 -0.12 0.22 0.21 -0.61
H -2.239 -0.053 1.708 0.17 -0.06 -0.07 0.39
C -3.579 -1.495 0.968 -0.42 -0.18 -0.17 -0.22
C -4.617 -0.625 0.241 0.26 -0.15 0.06 -0.22
C -4.220 -0.418 -1.225 -0.30 -0.03 -0.02 -0.41
C -4.989 0.756 -1.821 0.16 -0.04 -0.09 -0.40
C -4.566 2.076 -1.162 0.02 -0.02 0.02 -0.40
C -4.054 1.850 0.264 -0.16 0.14 0.06 -0.40
C -4.838 0.729 0.942 0.11 0.01 -0.05 -0.41
H -5.899 0.988 0.911 -0.04 0.02 0.09 0.21
H -4.559 0.653 1.995 -0.09 0.00 0.09 0.20
H -2.995 1.590 0.234 0.05 0.04 0.03 0.19
H -4.149 2.772 0.841 0.10 -0.01 0.00 0.21
H -5.416 2.760 -1.145 0.03 0.07 -0.01 0.20
H -3.778 2.551 -1.750 -0.04 0.05 -0.04 0.20
H -4.819 0.808 -2.897 -0.11 0.00 -0.02 0.21
H -6.057 0.587 -1.666 -0.07 -0.01 -0.06 0.19
H -4.427 -1.329 -1.788 0.10 -0.04 0.00 0.22
H -3.148 -0.228 -1.301 0.10 -0.04 -0.02 0.20
H -5.559 -1.184 0.270 0.03 0.00 -0.02 0.21
H -3.407 -2.411 0.398 -0.05 0.04 0.15 0.24
H -3.955 -1.759 1.963 0.03 -0.03 -0.09 0.19
H -0.105 0.399 1.361 0.08 0.12 0.08 0.19
H 1.165 -1.583 -0.579 -0.08 -0.08 -0.04 0.23
H 1.728 1.593 1.448 -0.10 0.05 0.05 0.21
H 3.923 2.661 1.634 0.00 0.06 0.04 0.21
H 5.886 1.701 0.553 0.10 0.01 -0.02 0.22
H 7.481 0.002 0.163 -0.02 0.01 -0.04 0.18
H 7.753 -0.700 -1.451 -0.01 0.08 0.05 0.20
```
Positions in Å, forces in eV/Å.

LUMO level (eV): 0.2638
E (eV): -23587.4495
Net charge: 0
Structure (SMILES): COc1cccc(/C=C/C(=O)NCC2CCCCC2)c1
Multiplicity: 1
ΔE to the lowest compared entry with this formula, charge and spin (kcal per mole): 29.73



(3)
Formula: C3H8N2O2
Source: the OMol25 dataset
Level of theory: ωB97M-V/def2-TZVPD

```
15
Properties=species:S:1:pos:R:3:forces:R:3:nbo_charge:R:1
C -0.622 -0.820 -1.832 -1.49 0.02 0.25 -0.13
C -1.040 -1.520 -0.737 0.93 0.62 0.09 -0.08
N -0.115 -1.356 0.303 -0.17 -0.47 -0.72 -0.48
C 0.825 -0.607 -0.205 0.30 0.32 -0.80 0.18
N 0.555 -0.235 -1.491 0.43 0.24 0.05 -0.55
H -1.288 -0.429 -2.586 0.48 -0.42 -0.62 0.22
H -1.951 -2.088 -0.716 -0.06 -0.06 0.59 0.22
H 1.734 -0.191 0.198 -0.05 -0.42 0.70 0.21
H 1.210 0.190 -2.134 -0.18 0.06 0.26 0.42
H 0.082 0.582 2.779 -0.19 -0.18 -0.07 0.46
H -0.179 -0.814 2.209 -0.14 -0.15 -0.31 0.49
O -0.477 -0.200 2.888 0.17 0.43 0.51 -0.97
H 0.343 3.186 0.850 -0.28 0.26 -0.22 0.48
H 0.276 1.999 -0.187 -0.02 0.46 0.59 0.48
O 0.649 2.302 0.660 0.29 -0.70 -0.31 -0.96
```
Positions in Å, forces in eV/Å.

LUMO level (eV): 0.4500
E (eV): -10315.5965
Net charge: 0
Structure (SMILES): c1c[nH]cn1.O.O
Multiplicity: 1
ΔE to the lowest compared entry with this formula, charge and spin (kcal per mole): 31.26